{
  "formula": "F2KNO4S2",
  "method": "wB97M-V/def2-TZVPD",
  "charge": 0,
  "de_lowest_kcal_mol": 0.00,
  "multiplicity": 1,
  "orbital_gap_ev": 8.729,
  "e_lumo_ev": -1.213,
  "total_energy_ev": -53110.9488,
  "homo_energy_ev": -9.9,
  "species": ["K", "N", "S", "O", "O", "F", "S", "O", "O", "F"],
  "xyz": [[-1.9989, -1.9325, 1.1833], [0.4063, -0.4869, 0.4073], [0.0273, -0.5270, -1.1398], [1.1168, -0.3219, -2.0196], [-1.2492, 0.0170, -1.4639], [-0.2200, -2.1248, -1.2112], [0.3544, 1.0656, 0.8761], [-0.6018, 1.1457, 1.9324], [0.4264, 2.0647, -0.1232], [1.7386, 1.1001, 1.5586]],
  "forces_ev_per_angstrom": [[0.405, 0.468, -0.221], [-0.779, 0.830, -0.856], [0.951, -0.890, -0.704], [0.098, 0.118, -0.207], [-0.639, -0.063, 0.220], [-0.203, -0.008, 0.351], [0.012, -0.967, 0.804], [-0.314, 0.277, 0.307], [-0.233, 0.044, -0.352], [0.701, 0.190, 0.659]],
  "lowdin_charge": [0.93, -0.37, 0.45, -0.24, -0.29, -0.24, 0.46, -0.30, -0.24, -0.14]
}

=====

{
  "formula": "C8H14N3OReS4SbSe",
  "method": "wB97M-V/def2-TZVPD",
  "charge": 3,
  "de_lowest_kcal_mol": 31.71,
  "multiplicity": 1,
  "orbital_gap_ev": [5.052, 5.053],
  "e_lumo_ev": [-12.969, -12.968],
  "total_energy_ev": -132366.5971,
  "homo_energy_ev": [-18.0, -18.0],
  "species": ["Re", "N", "C", "O", "C", "C", "H", "H", "H", "H", "H", "H", "S", "Sb", "S", "S", "S", "C", "N", "C", "C", "N", "C", "C", "Se", "H", "H", "H", "H", "H", "H", "H", "H"],
  "xyz": [[0.9239, 0.2624, 0.2283], [-1.6710, -3.0377, 1.3613], [-0.7792, -2.2368, 0.8361], [-0.7607, -1.0105, 1.0991], [0.3135, -2.7952, -0.0471], [0.8967, -1.6937, -0.8988], [-2.3857, -2.6678, 1.9767], [-1.7094, -4.0283, 1.1627], [-0.0682, -3.5924, -0.6941], [1.0747, -3.2439, 0.6010], [0.2219, -1.4433, -1.7218], [1.8821, -1.9419, -1.2946], [-1.6130, 4.8160, -2.5878], [-0.4247, 3.9644, -0.8457], [2.6510, 0.9798, -0.8070], [-0.8015, 1.4636, -0.5751], [1.0324, 4.0497, 0.9285], [2.0652, -0.3849, 5.5808], [3.1983, -0.3357, 4.6992], [4.4940, -0.3622, 5.0716], [5.2506, -0.2481, 3.9299], [4.4020, -0.1515, 2.8821], [4.7962, 0.0279, 1.5131], [3.1347, -0.2105, 3.3514], [1.4665, -0.3724, 2.4756], [2.4086, -0.4984, 6.6071], [1.4126, -1.2254, 5.3344], [1.4879, 0.5386, 5.5008], [4.8072, -0.4561, 6.0957], [6.3189, -0.2222, 3.8194], [5.8826, 0.0486, 1.4513], [4.4082, 0.9728, 1.1239], [4.4287, -0.7818, 0.8797]],
  "forces_ev_per_angstrom": [[0.598, 0.177, -3.146], [-0.223, 0.217, 0.141], [0.383, -1.429, -0.374], [0.611, 1.549, -0.281], [-0.234, 0.018, 0.314], [0.040, 0.968, 0.278], [-0.002, 0.020, -0.014], [0.089, 0.061, -0.120], [0.026, 0.027, 0.059], [-0.089, 0.024, -0.013], [0.129, 0.158, -0.020], [-0.119, 0.187, 0.128], [1.280, -0.999, 1.936], [0.293, 1.590, -0.359], [-2.757, -1.027, 1.754], [1.078, -1.691, 1.003], [-1.252, 0.072, -1.577], [-1.085, -0.019, 0.751], [0.205, 0.128, -1.173], [0.648, 0.023, -0.300], [0.097, -0.014, 0.681], [-0.728, -0.087, 0.575], [0.290, 0.136, -0.987], [0.316, 0.235, -0.269], [-0.153, -0.185, 0.430], [0.028, 0.005, -0.097], [0.177, 0.014, 0.052], [0.118, -0.046, 0.064], [-0.020, -0.005, 0.105], [0.116, 0.011, -0.062], [-0.069, -0.017, 0.056], [0.172, -0.029, 0.263], [0.036, -0.071, 0.202]],
  "lowdin_charge": [0.58, 0.27, -0.51, -0.28, -0.15, -0.19, 0.16, 0.16, 0.15, 0.14, 0.09, 0.08, 0.16, 0.45, 0.45, 0.17, 0.00, 0.00, -0.11, 0.05, 0.05, -0.09, -0.03, -0.52, 0.98, 0.12, 0.10, 0.12, 0.16, 0.16, 0.12, 0.05, 0.09]
}

=====

{
  "formula": "C4H13N2",
  "method": "wB97M-V/def2-TZVPD",
  "charge": 0,
  "de_lowest_kcal_mol": 58.59,
  "multiplicity": 2,
  "orbital_gap_ev": [10.264, 8.074],
  "e_lumo_ev": [1.290, -1.101],
  "total_energy_ev": -7334.7404,
  "homo_energy_ev": [-9.0, -9.2],
  "species": ["C", "N", "C", "N", "C", "C", "H", "H", "H", "H", "H", "H", "H", "H", "H", "H", "H", "H", "H"],
  "xyz": [[1.3525, 1.3956, 0.4155], [1.1196, 2.5842, -0.3966], [0.3066, 0.3127, 0.5616], [-1.7847, -0.8204, -1.2136], [-0.2841, -2.1337, 1.0592], [0.5675, -0.9965, 0.5983], [2.3356, 0.9869, 0.1736], [1.5213, 1.7101, 1.4473], [0.3268, 3.1565, -0.1146], [0.7832, 2.2819, -1.3158], [-0.6231, 0.7448, 0.9533], [-0.9495, -0.2219, -0.9568], [-2.6746, -0.4545, -0.9074], [-1.8457, -0.8036, -2.2296], [-1.3203, -2.0032, 0.7614], [-0.0546, -3.1119, 0.6460], [-0.2994, -2.1987, 2.1433], [0.0108, 0.7940, -1.7100], [1.5121, -1.2222, 0.0850]],
  "forces_ev_per_angstrom": [[0.462, -0.087, 0.719], [-0.689, -0.110, -0.783], [-0.033, 0.665, 1.036], [0.709, 0.348, -0.826], [-0.799, 0.091, 0.100], [0.787, 0.129, -1.083], [-0.121, -0.222, -0.474], [-0.091, 0.401, 0.086], [0.180, -0.163, 0.709], [0.566, -0.010, -0.037], [-0.070, -0.441, -0.098], [-1.896, -0.939, -0.304], [0.099, 0.399, 0.362], [0.103, -0.118, 0.086], [-0.090, 0.346, 0.009], [0.599, 0.072, -0.022], [0.266, -0.109, 0.228], [0.060, 0.053, -0.295], [-0.040, -0.305, 0.588]],
  "lowdin_charge": [-0.32, -0.03, -0.22, 0.00, -0.11, -0.18, 0.11, 0.11, 0.06, 0.00, 0.12, -0.07, 0.02, 0.01, 0.05, 0.07, 0.07, 0.19, 0.11]
}

=====

{
  "formula": "C4H5FS",
  "method": "wB97M-V/def2-TZVPD",
  "charge": 0,
  "de_lowest_kcal_mol": 21.30,
  "multiplicity": 1,
  "orbital_gap_ev": 8.446,
  "e_lumo_ev": -0.413,
  "total_energy_ev": -17780.1101,
  "homo_energy_ev": -8.9,
  "smiles": "F[C@H]1CCC1=S",
  "species": ["F", "C", "C", "C", "C", "S", "H", "H", "H", "H", "H"],
  "xyz": [[-0.1247, 2.2727, -0.1911], [-0.1166, 1.0201, 0.3438], [-0.9491, -0.1505, -0.3357], [0.1796, -1.0804, 0.0326], [1.1515, 0.1666, 0.1471], [2.7259, 0.5142, -0.1240], [-0.3931, 1.0905, 1.4097], [-1.9900, -0.3943, -0.0504], [-0.9302, -0.0381, -1.4458], [0.4246, -1.8035, -0.7269], [0.0220, -1.5972, 0.9406]],
  "forces_ev_per_angstrom": [[-0.090, -0.006, -0.062], [-0.293, -0.677, -0.220], [-0.124, 1.155, -1.042], [1.350, 0.519, -0.705], [-0.289, -0.371, -0.099], [-1.837, -0.485, 0.304], [0.232, -0.052, -0.235], [0.694, 0.364, 0.261], [-0.078, 0.245, 0.793], [0.369, -0.260, -0.205], [0.067, -0.432, 1.211]],
  "lowdin_charge": [0.01, -0.34, -0.12, -0.18, -0.68, 0.72, 0.16, 0.11, 0.13, 0.11, 0.10]
}